Entry from OMol25: the ion C3H2NOS2 with charge -1 (ωB97M-V/def2-TZVPD).

Structure (XYZ):
```
9
Properties=species:S:1:pos:R:3:forces:R:3:mulliken_charge:R:1
N -2.565852 1.390042 0.978039 -0.90 1.27 0.36 -0.493
C -1.984552 0.437882 1.234072 0.63 -0.81 -0.71 0.399
S -1.094997 -1.005535 1.126687 0.75 -0.15 -0.09 -0.206
C 0.532589 -0.442726 0.717275 0.83 -0.32 0.85 -0.684
C 0.974823 -0.056191 -0.527403 -4.56 -1.51 -0.79 0.474
O -0.070824 -0.108287 -1.587334 1.89 0.35 1.09 -0.486
S 2.425154 0.320753 -1.109811 2.88 0.78 -0.53 -0.575
H 1.274804 -0.618669 1.534337 -0.78 0.50 -0.89 0.338
H 0.508854 0.082732 -2.365862 -0.74 -0.12 0.70 0.233
```
Positions in Å, forces in eV/Å.

As for the highest occupied orbital energy: -3.67 eV. As for the charge: -1. The SMILES is N#CS/C=C(\O)[S-]. The calculation puts the gap between HOMO and LUMO at 7.08 eV. Its energy relative to the best compared isomer or geometry (same formula, charge and spin) is 43.8 kcal per mole. The value obtained for the total energy is -28351.94739 eV.



Entry from OMol25: the ion C3H2NOS2 with charge -1 (ωB97M-V/def2-TZVPD).

Structure (XYZ):
```
9
Properties=species:S:1:pos:R:3:forces:R:3:mulliken_spin:R:1
C 0.483515 -1.717650 0.376296 -1.41 -0.83 -0.92 1.401
C 2.817192 -0.129266 -0.467905 -0.01 -1.08 0.03 0.161
C 1.031221 1.282042 -0.076030 -3.53 -2.44 -0.42 0.020
N 0.418653 2.343987 0.083688 -1.66 1.30 0.57 0.038
O 2.273995 1.074465 -0.008151 1.50 0.28 0.13 0.053
S 4.313376 -0.371455 0.086571 0.81 -0.15 -0.02 0.061
S -0.215580 -0.377828 -0.380925 1.42 1.64 0.58 0.219
H -0.155882 -2.665100 0.221712 1.47 1.13 0.47 0.054
H -0.612829 2.173844 0.187791 1.42 0.15 -0.43 -0.008
```
Positions in Å, forces in eV/Å.

As for the highest occupied orbital energy (alpha / beta): -3.04 / -3.03 eV. As for the charge: -1. The calculation puts the gap between HOMO and LUMO (alpha / beta) at 6.46 / 5.65 eV. Its energy relative to the best compared isomer or geometry (same formula, charge and spin) is 94.1 kcal per mole. The value obtained for the total energy is -28346.08294 eV. As for the multiplicity: 3.



We obtain maximum force values of 4.87; 4.31 eV Å⁻¹ for the records listed above, in that order.